# 1
{
  "formula": "C7H7NOS2",
  "method": "ωB97M-V/def2-TZVPD",
  "elements": ["C", "C", "C", "C", "C", "C", "C", "N", "O", "S", "S", "H", "H", "H", "H", "H", "H", "H"],
  "coordinates": [[0.281, 2.271, 0.801], [-1.122, 2.081, 0.671], [1.110, 1.284, 0.333], [-1.615, 1.105, -0.138], [0.584, 0.126, -0.190], [-0.781, 0.086, -0.488], [1.422, -1.096, -0.529], [0.844, -2.301, -1.014], [-1.823, -2.240, -0.402], [0.121, -3.415, -0.172], [-1.408, -1.204, -1.488], [0.724, 3.055, 1.234], [-1.823, 2.732, 1.041], [2.136, 1.420, 0.238], [-2.698, 1.022, -0.192], [2.095, -0.719, -1.416], [1.957, -1.307, 0.423], [-0.004, -2.899, 1.288]],
  "atomic_forces_ev_per_a": [[-2.741, -3.073, -1.421], [2.558, 0.501, -0.621], [-0.975, -0.402, -0.312], [-1.023, -0.290, 1.411], [-1.655, -1.186, -0.921], [1.117, -0.457, -0.959], [1.973, 1.542, -0.725], [-1.291, -0.785, -0.342], [-0.308, 0.090, -0.853], [0.113, 1.962, 2.272], [0.119, -1.470, 1.199], [1.153, 3.167, 1.674], [-1.190, 1.830, 1.094], [1.892, 0.244, 0.506], [0.198, -0.062, -0.587], [-0.546, -0.839, 1.940], [0.392, 0.086, -0.795], [0.214, -0.858, -2.562]],
  "lowdin_charge": [-0.027, -0.056, -0.044, -0.109, -0.227, -0.446, -0.299, -0.542, -0.748, 0.877, 0.951, 0.065, 0.078, 0.102, 0.120, 0.158, 0.122, 0.024],
  "lumo_energy_ha": -0.0186,
  "homo_ev": -8.2,
  "orbital_gap_ha": 0.2838
}

# 2
{
  "formula": "C7H5NO",
  "method": "ωB97M-V/def2-TZVPD",
  "elements": ["C", "C", "C", "C", "O", "C", "N", "C", "C", "H", "H", "H", "H", "H"],
  "coordinates": [[-1.726, 0.704, -0.067], [-1.769, -0.687, -0.007], [-0.593, -1.505, 0.142], [0.559, -0.797, 0.011], [1.868, -1.115, 0.000], [2.612, 0.052, -0.023], [1.954, 1.105, -0.001], [0.607, 0.675, 0.099], [-0.535, 1.429, 0.096], [-2.642, 1.335, -0.058], [-2.825, -0.986, -0.114], [-0.701, -2.579, -0.088], [3.640, -0.101, -0.023], [-0.449, 2.469, 0.033]],
  "atomic_forces_ev_per_a": [[-0.101, 1.184, 1.226], [-0.273, 0.640, 0.057], [-2.223, -0.299, -2.051], [1.253, 4.250, 1.412], [1.149, -1.680, -0.236], [-1.420, -2.074, 0.044], [-1.738, 1.498, 0.593], [0.065, -1.506, -0.872], [0.110, -1.892, -0.793], [0.488, -0.971, -0.314], [0.958, -0.994, 0.228], [0.354, 0.561, 0.731], [1.577, -0.174, -0.161], [-0.197, 1.457, 0.136]],
  "lowdin_charge": [-0.106, -0.084, 0.003, -0.210, 0.062, -0.163, 0.152, -0.190, -0.020, 0.112, 0.106, 0.121, 0.119, 0.097],
  "lumo_energy_ha": 0.0287,
  "homo_ev": -9.0,
  "orbital_gap_ha": 0.3601
}

ΔE to the lowest compared entry with this formula, charge and spin per entry: 308.9; 31.5 kJ/mol
Energy per entry: -32576.437; -10876.674 eV